Record 1
12
Properties=species:S:1:pos:R:3 method="wB97M-V/def2-TZVPD" e_homo_ev=-8.677 e_above_lowest_ev=4.4672 gap_ha=0.345 e_tot_ev=-7221.1238
C -1.09418 0.77421 0.15691
C -0.50336 -0.58049 0.41258
N 0.06775 -1.37493 -0.63480
C 1.21368 -0.89238 0.15256
C 1.90275 0.27689 -0.37746
N 2.57800 1.13143 -0.78447
H -0.42162 1.38569 -0.44944
H -2.03550 0.64188 -0.39024
H -1.32127 1.31959 1.07952
H -1.05023 -1.20930 1.13513
H -0.01050 -0.83045 -1.49415
H 0.67449 -0.64214 1.19386

Record 2
13
Properties=species:S:1:pos:R:3 method="wB97M-V/def2-TZVPD" e_homo_ev=-9.984 e_above_lowest_ev=0.5690 gap_ha=0.391 e_tot_ev=-8345.4327
O 0.76428 0.95207 -0.54166
C -0.56116 1.20713 -0.23420
C -1.27807 -0.06793 -0.68074
O -1.05477 -1.09833 0.20195
H 0.88349 1.16913 -1.48986
H -0.72652 1.45415 0.83215
H -0.87421 2.08266 -0.83495
H -2.38077 0.02787 -0.69868
H -0.94038 -0.26393 -1.71660
H -0.08715 -1.25159 0.22719
O 2.10371 -1.78058 1.50885
H 1.92851 -1.48175 2.42986
H 2.22304 -0.94889 0.99669

Record 3
70
Properties=species:S:1:pos:R:3 method="wB97M-V/def2-TZVPD" e_homo_ev=-11.707 gap_ha=0.237 total_charge=+1 e_tot_ev=-168243.9431
H -2.19597 -0.39573 -5.10120
N -2.88141 -0.99280 -4.60587
C -2.36275 -1.42663 -3.47251
C -0.89804 -1.00615 -2.98809
C -0.80836 -0.17546 -1.64457
N -0.13951 0.97595 -1.37831
C 0.60645 1.47991 -2.57269
O -0.33012 2.04324 -3.50261
C 0.22103 2.19297 -4.82929
C -0.22008 1.58837 0.02603
C 0.77956 2.71552 0.47101
F 1.04580 3.72496 -0.52525
F 0.07157 3.46415 1.48380
C 2.24353 2.58986 1.01011
F 2.65105 3.96159 1.26072
F 2.51083 2.04509 2.27276
C 3.40441 2.11012 0.01244
F 3.09365 1.04027 -0.83924
F 3.84723 3.17391 -0.83044
C 4.75606 1.67282 0.80775
F 5.22535 2.66958 1.66963
F 5.74557 1.56413 -0.21312
F 4.66570 0.40068 1.38284
P -1.81502 2.60491 -0.27747
O -1.60678 4.02492 -0.85128
O -2.82043 2.91671 1.02959
O -2.83950 1.99546 -1.52462
C -0.32962 0.14408 0.79799
C 1.05499 -0.65053 0.63047
C 1.32564 -2.01214 1.39989
S 2.21958 -3.18782 0.22006
C 1.35600 -4.82549 0.29527
N 1.01916 -5.61638 -0.85346
N 0.41212 -6.73876 -0.38333
C 0.33937 -6.66250 1.03435
O 0.92656 -5.45932 1.49992
C -0.67188 -0.04125 2.31524
Cl -2.16428 0.78030 3.04528
C 0.41891 0.32511 3.43697
C -0.01499 -0.15890 4.93234
C -1.42091 -0.57507 -0.18092
Br -1.31717 -2.59553 -0.41837
C -2.97659 -0.51135 0.13761
C -3.56299 -1.64053 1.14113
F -3.84945 -0.63403 -1.02390
H -3.06415 -2.10081 -2.86145
H -0.47428 -0.46048 -3.91273
H -0.27260 -1.97823 -2.97053
H 1.41431 2.24791 -2.36896
H 1.18408 0.64408 -3.12926
H 0.39369 3.29106 -5.13369
H -0.53568 1.71485 -5.55673
H 1.21130 1.65849 -5.00908
H -2.51166 3.69091 1.56205
H -3.67519 2.51746 -1.39964
H 1.87215 0.02654 1.09171
H 1.43116 -0.80827 -0.43195
H 0.44044 -2.59544 1.79115
H 2.05351 -1.90691 2.28708
H -0.10238 -7.37108 1.79788
H -0.93974 -1.14903 2.51384
H 1.47992 -0.00703 3.22709
H 0.41340 1.47758 3.50994
H 0.94146 -0.28469 5.53270
H -0.70086 -1.06468 4.92450
H -0.58344 0.71697 5.41918
H -3.34587 0.47786 0.60328
H -4.45702 -1.15567 1.68932
H -2.84683 -1.96034 1.95697
H -4.03999 -2.51931 0.57063